1.
{"formula": "C6H13N", "method": "ωB97M-V with the def2-TZVPD basis set", "smiles": "CCN1CCCC1", "max_force_ev_per_a": 2.80, "total_charge": 0, "spin_multiplicity": 1, "lumo_energy_ha": 0.0445, "species": ["C", "H", "H", "H", "H", "H", "H", "H", "H", "C", "C", "C", "C", "H", "H", "H", "H", "N", "H", "C"], "positions_angstrom": [[2.23, -0.08, 0.22], [3.00, -0.82, 0.07], [-0.84, 0.15, 1.71], [-0.14, -1.40, 0.97], [1.41, 0.30, -1.87], [-3.33, 0.43, -1.18], [-2.51, 1.61, 0.00], [-1.00, 0.82, -1.93], [-1.41, -0.95, -1.35], [-2.57, 0.59, -0.38], [-1.25, 0.10, -1.09], [1.39, -0.08, 1.50], [1.12, -0.18, -0.92], [2.67, 0.92, 0.23], [1.03, -1.23, -1.22], [1.68, -0.94, 2.10], [-2.85, -0.17, 0.31], [-0.07, 0.32, -0.27], [1.49, 0.88, 2.03], [-0.05, -0.27, 1.06]]}



2.
{"formula": "C6H13N", "method": "ωB97M-V with the def2-TZVPD basis set", "smiles": "C=C(CCC)NC", "max_force_ev_per_a": 2.42, "total_charge": 0, "spin_multiplicity": 1, "lumo_energy_ha": 0.0401, "species": ["H", "C", "H", "H", "H", "H", "N", "H", "H", "H", "C", "H", "C", "H", "H", "H", "C", "C", "H", "C"], "positions_angstrom": [[1.82, 1.73, -0.50], [1.17, -1.34, 0.57], [-2.21, -1.09, 2.26], [0.19, 2.18, -1.05], [-0.05, -0.25, 2.37], [-1.13, 0.55, -0.64], [-0.58, -0.10, 1.53], [-2.55, -0.11, 0.77], [1.78, -1.91, -0.11], [1.74, -1.68, 1.44], [0.09, -0.59, 0.41], [1.80, 2.33, -1.99], [-2.03, -0.15, 1.72], [-2.36, 0.72, 2.26], [1.52, -0.37, -1.94], [-0.87, -0.93, -1.67], [-0.44, -0.19, -0.99], [0.73, 0.35, -1.85], [0.33, 0.49, -2.89], [1.15, 1.74, -1.35]]}